# 1
Computed, not measured: one molecule with the formula C3H5NO2, with wB97M-V/def2-TZVPD.

Each line ends with the Mulliken charge.
CARTESIAN COORDINATES (ANGSTROEM)
H  -2.087  -0.300  1.188  0.272
N  0.511  0.330  0.396  -0.616
H  -2.019  1.049  0.028  0.289
C  1.612  0.173  -0.279  0.309
O  -0.194  -1.262  -1.054  -0.609
H  -2.584  -0.539  -0.506  0.286
H  1.756  0.093  -1.365  0.358
O  2.768  0.381  0.349  -0.450
C  -0.469  -0.399  -0.203  0.715
C  -1.877  -0.028  0.152  -0.928
H  2.583  0.502  1.295  0.373

Properties
Total charge: 0
Molecular weight (u): 87.08
HOMO level (eV): -9.81
SMILES: CC(=O)/N=C/O

# 2
Computed, not measured: one molecule with the formula C3H5NO2, with wB97M-V/def2-TZVPD.

Each line ends with the Mulliken charge.
CARTESIAN COORDINATES (ANGSTROEM)
H  -1.368  -1.393  0.844  0.340
C  0.012  0.729  -0.647  -0.572
C  0.170  -0.243  0.529  0.362
O  -0.595  -1.405  0.267  -0.539
H  0.479  0.284  -1.537  0.317
H  -0.166  0.255  1.446  0.241
H  -1.747  0.193  -1.183  0.320
O  -1.350  1.005  -0.844  -0.519
N  2.719  -0.842  0.806  -0.380
H  0.513  1.675  -0.426  0.346
C  1.592  -0.606  0.704  0.084

Properties
Total charge: 0
Molecular weight (u): 87.08
HOMO level (eV): -11.00
SMILES: N#C[C@H](O)CO